(1)
Density functional theory data (ωB97M-V/def2-TZVPD) for 2 unconnected molecules or ions with the total composition C4H11NO2.

Cartesian coordinates (Å):
C -0.52 -0.31 -0.85
C 0.58 0.71 -0.70
C 1.59 0.31 0.42
N 0.08 2.07 -0.44
C -1.05 2.43 0.20
O -1.82 1.67 0.77
H -0.78 -0.82 0.08
H -0.24 -1.15 -1.50
H -1.45 0.12 -1.21
H 1.17 0.83 -1.61
H 2.00 1.15 0.96
H 1.05 -0.32 1.11
H 2.30 -0.39 -0.01
H 0.75 2.77 -0.70
H -1.25 3.51 0.19
O 0.67 -5.44 0.58
H 1.13 -4.73 1.05
H -0.27 -5.31 0.70

**HOMO**: -9.68 eV
**Charge**: 0
**Kohn-Sham gap**: 10.33 eV


(2)
Density functional theory data (ωB97M-V/def2-TZVPD) for a molecular structure, C16H39CrN3O7.

Cartesian coordinates (Å):
Cr 0.96 0.09 -2.34
C -1.09 -0.45 1.26
C -0.48 -0.10 -0.08
O 0.31 0.84 -0.25
O -0.47 -0.78 -1.12
H -2.16 -0.67 1.24
H -0.88 0.21 2.11
H -0.58 -1.36 1.56
C 4.07 -2.09 -0.77
C 2.96 -1.40 -1.42
O 2.16 -1.85 -2.23
O 2.78 -0.22 -1.27
H 4.66 -2.48 -1.60
H 3.71 -2.95 -0.20
H 4.68 -1.38 -0.21
C 3.90 -2.17 3.36
C 3.05 -0.93 3.52
C 3.91 0.28 3.92
O 4.69 -0.06 5.09
C 5.24 1.11 5.75
N 2.21 -0.65 2.33
H 3.27 -2.93 2.90
H 4.22 -2.33 4.39
H 4.81 -1.97 2.80
H 2.41 -1.05 4.39
H 3.55 1.28 4.17
H 4.51 0.33 3.01
H 4.43 1.76 6.07
H 5.83 1.75 5.10
H 5.89 0.73 6.55
H 2.74 -0.47 1.49
H 1.57 0.06 2.66
C 1.40 4.43 -3.15
C 0.80 3.13 -2.66
C -0.48 2.82 -3.38
O -0.98 1.58 -2.83
C -2.42 1.41 -2.75
N 1.85 2.11 -2.85
H 2.47 4.61 -3.02
H 0.88 5.24 -2.64
H 1.25 4.73 -4.19
H 0.63 3.07 -1.59
H -0.23 2.66 -4.43
H -1.11 3.71 -3.42
H -2.98 1.87 -3.56
H -2.78 1.91 -1.85
H -2.73 0.36 -2.68
H 2.33 2.30 -3.72
H 2.57 2.52 -2.26
C -4.32 -3.18 -0.09
C -5.43 -2.39 -0.84
C -4.95 -0.98 -1.41
O -4.51 -0.05 -0.44
C -5.58 0.55 0.18
N -5.81 -3.24 -1.96
H -3.84 -3.95 -0.70
H -4.69 -3.81 0.72
H -3.58 -2.54 0.38
H -6.30 -2.13 -0.23
H -5.63 -0.49 -2.11
H -4.11 -1.14 -2.09
H -6.01 1.47 -0.23
H -5.04 0.84 1.08
H -6.43 -0.03 0.51
H -6.23 -4.09 -1.63
H -4.88 -3.43 -2.32

**HOMO (alpha / beta)**: -11.20 / -11.20 eV
**Charge**: +1
**Multiplicity**: 4
**Expectation value of S²**: 4.031
**Kohn-Sham gap (alpha / beta)**: 5.36 / 7.59 eV


(3)
Density functional theory data (ωB97M-V/def2-TZVPD) for 5 unconnected molecules or ions with the total composition C19H37BrO7S.

Cartesian coordinates (Å):
C 2.51 2.27 -1.56
C 1.79 1.82 -2.82
S 1.25 3.12 -3.98
C 0.71 4.48 -2.97
O -0.69 4.40 -2.60
C -0.96 3.88 -1.40
O -0.22 3.91 -0.45
O -2.20 3.37 -1.39
C -2.23 1.94 -1.12
C -3.26 1.34 -2.07
C -4.01 0.10 -1.56
Br -3.06 -0.95 -0.23
H 2.61 1.40 -0.90
H 3.51 2.63 -1.78
H 1.96 3.03 -0.99
H 0.94 1.17 -2.58
H 2.49 1.22 -3.41
H 1.34 4.61 -2.09
H 0.80 5.37 -3.60
H -1.23 1.54 -1.33
H -2.48 1.80 -0.07
H -2.78 1.10 -3.02
H -4.00 2.12 -2.26
H -4.99 0.36 -1.16
H -4.18 -0.59 -2.38
C 6.37 0.63 -4.82
C 5.32 -0.27 -4.21
C 5.44 -1.74 -4.51
O 4.43 0.17 -3.51
H 6.17 1.66 -4.53
H 7.36 0.34 -4.47
H 6.34 0.55 -5.90
H 6.40 -2.12 -4.15
H 5.38 -1.91 -5.58
H 4.63 -2.28 -4.01
C -5.13 -5.63 2.54
C -5.27 -4.56 1.49
C -5.18 -3.13 1.96
O -5.44 -4.83 0.32
H -5.21 -6.61 2.08
H -4.17 -5.53 3.04
H -5.92 -5.51 3.29
H -4.22 -2.95 2.44
H -5.97 -2.93 2.69
H -5.29 -2.46 1.12
C 2.10 5.85 0.74
C 3.51 5.65 0.25
C 4.63 5.99 1.21
O 3.74 5.22 -0.86
H 1.41 5.56 -0.04
H 1.92 5.24 1.63
H 1.94 6.90 1.00
H 4.54 5.39 2.11
H 4.57 7.05 1.49
H 5.59 5.80 0.74
C -1.07 -6.43 6.32
C -2.49 -6.01 6.03
C -3.58 -6.81 6.71
O -2.74 -5.08 5.30
H -0.38 -5.79 5.77
H -0.86 -6.36 7.39
H -0.92 -7.47 6.01
H -3.47 -6.75 7.79
H -3.52 -7.86 6.41
H -4.55 -6.41 6.43

**HOMO**: -8.56 eV
**Charge**: 0
**Kohn-Sham gap**: 9.29 eV


Table of energy (eV), in record order: -9911.3641; -64439.5460; -115512.9392
Table of maximum force (eV/A), in record order: 1.627; 7.088; 0.642